Record 1
Density functional theory data (ωB97M-V/def2-TZVPD) for 2 unconnected molecules or ions with the total composition C4H13N2S in a non-equilibrium geometry.

Properties
* net charge: +1
* 2S+1: 1
* energy above the lowest of the compared OMol25 structures with the same formula, charge and spin: 3.411 eV
* highest occupied orbital energy (alpha / beta): -0.449 / -0.449 Ha
* Kohn-Sham gap (alpha / beta): 7.665 / 7.665 eV
* LUMO level (alpha / beta): -4.56 / -4.56 eV

XYZ file:
```
20
C4H13N2S (ωB97M-V/def2-TZVPD)
C -3.25 -1.27 0.30
C 1.02 1.68 -0.73
C -2.26 -0.06 0.43
C 2.63 -0.89 0.30
N -1.19 0.02 -0.52
N 3.34 0.23 0.12
S 0.33 0.25 0.28
H -2.75 -2.20 0.52
H -4.20 -1.16 0.85
H -3.62 -1.23 -0.79
H 0.20 2.42 -0.85
H 1.61 1.22 -1.57
H 1.61 2.19 0.03
H -2.78 0.97 0.29
H -1.82 -0.20 1.48
H 2.64 -1.65 -0.43
H 2.27 -1.05 1.33
H 3.94 0.50 -0.61
H 3.43 0.75 1.03
H -1.15 -0.53 -1.45
```



Record 2
Density functional theory data (ωB97M-V/def2-TZVPD) for a molecular structure, C4H13N2S in a non-equilibrium geometry.

Properties
* net charge: +1
* 2S+1: 1
* energy above the lowest of the compared OMol25 structures with the same formula, charge and spin: 3.867 eV
* highest occupied orbital energy: -0.487 Ha
* Kohn-Sham gap: 10.316 eV
* LUMO level: -2.93 eV

XYZ file:
```
20
C4H13N2S (ωB97M-V/def2-TZVPD)
C 2.12 1.35 -0.06
C -0.65 -1.19 -1.45
C -0.71 -1.47 0.90
C -0.48 0.83 -0.20
N 1.21 0.45 0.57
N -1.06 -0.54 -0.20
S -1.44 2.06 0.67
H 2.19 1.00 -1.15
H 1.87 2.46 0.19
H 2.95 1.02 0.41
H 0.45 -1.42 -1.40
H -1.19 -2.13 -1.43
H -0.90 -0.73 -2.34
H -1.13 -1.02 1.79
H -1.08 -2.42 0.65
H 0.47 -1.45 0.90
H -0.26 1.23 -1.15
H 1.12 0.59 1.56
H -2.01 -0.27 -0.18
H -1.47 1.63 1.93
```



Record 3
Density functional theory data (ωB97M-V/def2-TZVPD) for a gas-phase ion, C4H13N2S (charge +2) in a non-equilibrium geometry.

Properties
* net charge: +2
* 2S+1: 2
* energy above the lowest of the compared OMol25 structures with the same formula, charge and spin: 2.349 eV
* highest occupied orbital energy (alpha / beta): -0.625 / -0.621 Ha
* Kohn-Sham gap (alpha / beta): 10.030 / 4.655 eV
* LUMO level (alpha / beta): -6.99 / -12.23 eV

XYZ file:
```
20
C4H13N2S (ωB97M-V/def2-TZVPD)
N 1.79 0.11 0.99
C 0.50 0.32 0.13
C 0.94 0.09 -1.35
S 1.83 1.55 -2.13
C -0.34 -0.88 0.56
N -1.67 -0.72 0.05
C -2.61 0.31 0.49
H 2.49 0.89 0.55
H 2.23 -0.79 0.89
H 1.71 0.29 1.91
H 0.05 1.29 0.40
H 1.36 -0.81 -1.78
H -0.09 0.00 -1.70
H 2.87 0.72 -2.53
H 0.11 -1.86 0.12
H -0.39 -1.03 1.69
H -2.11 -1.60 -0.11
H -3.48 0.58 -0.13
H -2.06 1.24 0.49
H -3.13 0.30 1.48
```



Record 4
Density functional theory data (ωB97M-V/def2-TZVPD) for 2 unconnected molecules or ions with the total composition C4H13N2S2 in a non-equilibrium geometry.

Properties
* 2S+1: 2
* energy above the lowest of the compared OMol25 structures with the same formula, charge and spin: 1.113 eV
* highest occupied orbital energy (alpha / beta): -0.136 / -0.318 Ha
* Kohn-Sham gap (alpha / beta): 4.388 / 9.329 eV
* LUMO level (alpha / beta): 0.69 / 0.67 eV

XYZ file:
```
21
C4H13N2S2 (ωB97M-V/def2-TZVPD)
C -1.59 -0.93 3.02
N 0.66 1.09 0.91
C -0.29 0.31 1.32
N -0.47 -0.09 2.58
H -1.25 -1.76 3.68
H -2.12 -1.35 2.16
H -2.30 -0.32 3.60
H 1.24 1.57 1.58
H 0.88 1.21 -0.13
H -0.95 -0.14 0.60
H 0.19 0.23 3.25
C -0.50 1.51 -2.69
S 1.32 1.43 -2.38
S 1.70 -0.44 -3.22
C 1.52 -1.55 -1.76
H -0.81 0.94 -3.58
H -0.97 1.04 -1.76
H -0.79 2.58 -2.79
H 0.57 -1.37 -1.29
H 1.63 -2.60 -2.03
H 2.33 -1.38 -1.05
```



Record 5
Density functional theory data (ωB97M-V/def2-TZVPD) for a gas-phase ion, C4H13N2S2 (charge +2) in a non-equilibrium geometry.

Properties
* net charge: +2
* 2S+1: 2
* energy above the lowest of the compared OMol25 structures with the same formula, charge and spin: 1.899 eV
* highest occupied orbital energy (alpha / beta): -0.600 / -0.599 Ha
* Kohn-Sham gap (alpha / beta): 7.720 / 4.899 eV
* LUMO level (alpha / beta): -8.60 / -11.40 eV

XYZ file:
```
21
C4H13N2S2 (ωB97M-V/def2-TZVPD)
S 1.98 3.01 2.99
S 1.02 1.24 2.76
C 0.34 0.84 1.11
C 0.54 -0.62 0.67
C 0.61 -0.84 -0.90
N -0.73 -0.77 -1.42
C -0.99 0.14 -2.60
N -0.61 -1.39 1.22
H 1.48 3.77 1.94
H -0.77 1.11 1.18
H 0.58 1.70 0.50
H 1.48 -1.05 1.04
H 1.05 -1.82 -1.17
H 1.27 -0.08 -1.26
H -1.25 -1.58 -1.73
H -1.97 -0.20 -2.95
H -1.20 1.10 -2.08
H -0.21 0.21 -3.38
H -1.54 -1.22 0.77
H -0.66 -1.13 2.21
H -0.43 -2.41 1.12
```



Record 6
Density functional theory data (ωB97M-V/def2-TZVPD) for C4H13N3 in the gas phase in a non-equilibrium geometry.

Properties
* 2S+1: 1
* energy above the lowest of the compared OMol25 structures with the same formula, charge and spin: 1.669 eV
* highest occupied orbital energy: -0.300 Ha
* Kohn-Sham gap: 9.073 eV
* LUMO level: 0.90 eV

XYZ file:
```
20
C4H13N3 (ωB97M-V/def2-TZVPD)
N 2.06 -2.80 0.43
C 0.88 -1.93 0.31
C 1.25 -0.58 -0.34
N -0.02 0.14 -0.46
C -0.48 1.46 -0.93
C -1.03 2.32 0.24
N -2.44 1.96 0.48
H 1.95 -3.66 -0.11
H 1.90 -3.24 1.35
H 0.09 -2.38 -0.30
H 0.50 -1.68 1.31
H 1.78 -0.64 -1.29
H 1.88 -0.03 0.36
H -0.81 -0.48 -0.51
H -1.12 1.24 -1.79
H 0.39 2.01 -1.32
H -1.09 3.34 -0.14
H -0.38 2.10 1.09
H -2.59 1.83 1.47
H -2.71 1.03 0.16
```



Record 7
Density functional theory data (ωB97M-V/def2-TZVPD) for 2 unconnected molecules or ions with the total composition C4H13N3 in a non-equilibrium geometry.

Properties
* 2S+1: 1
* energy above the lowest of the compared OMol25 structures with the same formula, charge and spin: 5.015 eV
* highest occupied orbital energy: -0.274 Ha
* Kohn-Sham gap: 8.495 eV
* LUMO level: 1.05 eV

XYZ file:
```
20
C4H13N3 (ωB97M-V/def2-TZVPD)
C 0.99 -0.19 -0.33
C 0.79 -2.16 0.99
C -1.47 0.82 1.00
C 1.54 1.21 -0.38
N 0.72 -0.73 0.85
N -1.22 0.07 -0.54
N -1.32 0.50 -1.89
H -1.55 -0.89 -0.46
H 1.57 -0.82 -1.02
H -2.19 0.99 -2.10
H -0.57 1.19 -2.00
H 0.45 -2.42 2.00
H 0.15 -2.69 0.28
H 1.81 -2.54 0.85
H -1.06 1.82 0.98
H -2.55 0.83 1.09
H -1.10 0.28 1.87
H 1.66 1.53 -1.41
H 0.85 1.90 0.11
H 2.52 1.28 0.10
```



Record 8
Density functional theory data (ωB97M-V/def2-TZVPD) for 2 unconnected molecules or ions with the total composition C4H13N3 in a non-equilibrium geometry.

Properties
* 2S+1: 1
* energy above the lowest of the compared OMol25 structures with the same formula, charge and spin: 8.222 eV
* highest occupied orbital energy: -0.254 Ha
* Kohn-Sham gap: 3.474 eV
* LUMO level: -3.43 eV

XYZ file:
```
20
C4H13N3 (ωB97M-V/def2-TZVPD)
C 1.41 -0.22 1.03
N 2.81 -0.71 0.59
C -2.18 -1.11 0.49
N -2.13 -0.25 -0.68
C 0.88 0.73 -0.08
C 0.85 0.05 -1.47
N -0.35 1.42 0.21
H 1.54 0.44 1.89
H 0.90 -1.12 1.32
H 3.40 0.10 0.76
H -1.36 -1.80 0.70
H -2.24 -0.51 1.44
H -3.16 -1.56 0.36
H -3.09 0.05 -0.91
H 1.70 1.51 -0.05
H 1.82 -0.44 -1.61
H -0.01 -0.64 -1.62
H 0.78 0.89 -2.18
H -1.13 0.85 -0.03
H -0.45 2.33 -0.15
```